CH5N3S in the gas phase at a distorted geometry, computed with the ωB97M-V functional and the def2-TZVPD basis.

The geometry in XYZ format:
```
10
Properties=species:S:1:pos:R:3
C -0.990 0.095 -0.374
H 0.243 0.756 2.577
H 0.001 -0.958 1.766
H -1.790 -0.660 -0.935
H 1.087 0.411 -0.005
H 1.375 -0.794 -2.472
N 0.126 0.259 1.596
N -1.276 0.193 0.864
N 0.425 0.162 -0.701
S 0.799 0.536 -2.316
```

Gap between HOMO and LUMO   0.35821 Ha
Energy relative to the best compared isomer or geometry (same formula, charge and spin)   406.2 kJ/mol
Spin multiplicity   1
Structure (SMILES)   N/N=C\NS

Which charges does Mulliken predict for the atoms? In e, they are: number 1, C, carries 0.13; number 2, H, carries 0.24; number 3, H, carries 0.31; number 4, H, carries 0.28; number 5, H, carries 0.37; number 6, H, carries 0.14; number 7, N, carries -0.58; number 8, N, carries -0.43; number 9, N, carries -0.26; number 10, S, carries -0.21